(1)
ORCA calculation (ωB97M-V/def2-TZVPD) on a 6-piece molecular cluster, C40H36FNO13 overall at a distorted geometry.

Cartesian coordinates (Å):
C  3.60  -5.37  -2.52
C  3.79  -3.81  -2.23
O  4.52  -3.49  -1.27
N  3.13  -2.72  -2.97
C  3.59  -2.66  -4.39
C  1.64  -2.74  -2.85
O  1.29  -3.45  -1.62
C  1.24  -2.52  -0.53
O  0.86  -2.90  0.58
C  1.69  -1.10  -1.08
C  1.15  -1.25  -2.60
C  -0.42  -0.90  -2.61
C  -1.41  -2.16  -2.64
C  -1.46  -2.93  -4.04
F  -2.78  -3.50  -4.26
H  4.02  -5.92  -1.62
H  2.46  -5.56  -2.51
H  4.09  -5.72  -3.49
H  4.66  -3.10  -4.40
H  3.71  -1.57  -4.70
H  2.99  -3.29  -5.12
H  1.28  -3.22  -3.82
H  1.27  -0.22  -0.47
H  2.83  -0.92  -1.07
H  1.61  -0.41  -3.23
H  -0.64  -0.36  -1.62
H  -0.73  -0.16  -3.43
H  -2.47  -1.75  -2.46
H  -1.22  -2.85  -1.75
H  -1.17  -2.28  -4.94
H  -0.77  -3.85  -3.95
O  0.39  3.78  5.23
C  0.44  3.15  4.19
C  -0.29  1.87  4.03
C  -0.23  1.18  2.90
C  0.57  1.66  1.75
O  0.62  1.02  0.71
C  1.30  2.93  1.91
C  1.24  3.63  3.04
H  -0.87  1.54  4.89
H  -0.75  0.24  2.76
H  1.88  3.26  1.06
H  1.77  4.56  3.18
O  -3.33  -6.62  3.50
C  -3.24  -5.96  2.48
C  -4.36  -5.86  1.53
C  -4.26  -5.15  0.41
C  -3.01  -4.43  0.07
O  -2.92  -3.78  -0.96
C  -1.89  -4.53  1.02
C  -1.99  -5.24  2.14
H  -5.27  -6.39  1.79
H  -5.07  -5.06  -0.30
H  -0.98  -4.00  0.75
H  -1.18  -5.33  2.85
O  1.59  -0.89  5.82
C  2.64  -0.89  5.22
C  3.91  -0.52  5.89
C  5.07  -0.51  5.23
C  5.14  -0.88  3.80
O  6.19  -0.87  3.20
C  3.87  -1.25  3.13
C  2.72  -1.26  3.79
H  3.84  -0.25  6.94
H  6.00  -0.24  5.71
H  3.94  -1.51  2.08
H  1.78  -1.53  3.31
O  -2.83  9.52  1.11
C  -1.95  8.82  1.58
C  -2.26  7.75  2.54
C  -1.30  6.98  3.06
C  0.12  7.17  2.68
O  1.00  6.47  3.14
C  0.43  8.25  1.71
C  -0.54  9.01  1.20
H  -3.30  7.62  2.81
H  -1.50  6.19  3.77
H  1.47  8.37  1.44
H  -0.33  9.80  0.49
O  -4.83  2.79  -6.37
C  -4.40  2.69  -5.24
C  -4.70  1.51  -4.40
C  -4.22  1.40  -3.16
C  -3.37  2.46  -2.57
O  -2.93  2.36  -1.44
C  -3.07  3.63  -3.41
C  -3.54  3.74  -4.65
H  -5.33  0.75  -4.85
H  -4.44  0.54  -2.54
H  -2.44  4.40  -2.97
H  -3.33  4.60  -5.28

As for the spin multiplicity: 1. Its net charge is 0. As for the frontier orbital gap: 7.798 eV. The calculation puts the energy above the lowest of the compared OMol25 structures with the same formula, charge and spin at 217.8 kJ/mol. As for the SMILES: CC(=O)N(C)[C@H]1OC(=O)C[C@@H]1CCCF.O=C1C=CC(=O)C=C1.O=C1C=CC(=O)C=C1.O=C1C=CC(=O)C=C1.O=C1C=CC(=O)C=C1.O=C1C=CC(=O)C=C1. For the LUMO energy, the calculation gives -1.84 eV.

***

(2)
ORCA calculation (ωB97M-V/def2-TZVPD) on C37H31BrPRhTe as an isolated structure at a distorted geometry.

Cartesian coordinates (Å):
Rh  1.23  0.07  -0.08
Br  -0.47  -1.37  -1.37
C  -1.90  -0.13  -1.17
C  -3.11  -0.33  -1.77
C  -4.10  0.65  -1.62
C  -3.85  1.79  -0.90
C  -2.60  2.01  -0.29
C  -2.31  3.20  0.42
C  -1.07  3.38  0.97
C  -0.08  2.39  0.85
C  -0.30  1.21  0.17
C  -1.59  1.01  -0.41
H  -3.29  -1.22  -2.36
H  -5.06  0.51  -2.09
H  -4.61  2.55  -0.80
H  -3.08  3.95  0.50
H  -0.83  4.29  1.51
H  0.89  2.56  1.31
C  0.01  1.61  5.78
C  -0.70  0.44  5.57
C  -0.43  -0.36  4.46
C  0.56  0.02  3.56
C  1.27  1.20  3.78
C  1.00  1.99  4.88
P  1.01  -0.89  2.05
C  0.22  -2.51  2.18
C  0.98  -3.68  2.32
C  0.36  -4.92  2.32
C  -1.02  -5.00  2.19
C  -1.78  -3.85  2.05
C  -1.16  -2.61  2.03
C  2.80  -0.95  2.06
C  3.75  -1.39  2.97
C  5.09  -1.12  2.69
C  5.42  -0.42  1.52
C  4.45  0.03  0.65
C  3.11  -0.23  0.90
H  -0.21  2.23  6.64
H  -1.47  0.14  6.26
H  -0.99  -1.27  4.31
H  2.04  1.50  3.08
H  1.57  2.90  5.04
H  2.06  -3.61  2.41
H  0.95  -5.82  2.42
H  -1.51  -5.97  2.20
H  -2.85  -3.92  1.94
H  -1.75  -1.71  1.88
H  3.47  -1.91  3.88
H  5.86  -1.46  3.37
H  6.47  -0.21  1.32
H  4.75  0.58  -0.24
C  -2.64  0.49  -6.17
C  -1.47  0.59  -5.23
C  -1.29  1.70  -4.43
C  -0.21  1.82  -3.56
C  -0.09  3.08  -2.75
C  0.72  0.78  -3.47
Te  2.38  0.93  -2.15
C  0.56  -0.35  -4.30
C  1.56  -1.48  -4.26
C  -0.52  -0.43  -5.16
H  -3.32  1.33  -6.05
H  -3.21  -0.43  -5.99
H  -2.32  0.47  -7.21
H  -2.01  2.51  -4.47
H  -0.92  3.75  -2.98
H  0.85  3.60  -2.97
H  -0.09  2.89  -1.67
H  1.69  -1.86  -3.25
H  2.55  -1.14  -4.58
H  1.24  -2.29  -4.91
H  -0.64  -1.31  -5.78

As for the spin multiplicity: 1. Its net charge is 0. As for the frontier orbital gap (alpha / beta): 6.390 / 6.391 eV. The calculation puts the energy above the lowest of the compared OMol25 structures with the same formula, charge and spin at 72.2 kJ/mol. For the LUMO energy (alpha / beta), the calculation gives -0.66 / -0.66 eV.

***

(3)
ORCA calculation (ωB97M-V/def2-TZVPD) on a 2-piece molecular cluster, C6H12O overall.

Cartesian coordinates (Å):
C  -0.67  0.69  -0.52
C  1.49  0.03  -0.39
C  -1.40  -0.40  0.04
C  -0.55  1.99  0.22
C  1.50  -0.81  0.71
C  0.78  -2.01  0.73
O  -0.73  0.91  -1.88
H  -1.00  0.10  -2.33
H  2.02  0.97  -0.36
H  1.38  -0.40  -1.38
H  1.79  -0.38  1.67
H  -1.96  -0.17  0.94
H  -0.30  1.82  1.26
H  0.22  2.62  -0.23
H  -1.98  -1.00  -0.66
H  -0.57  -1.28  0.51
H  -1.50  2.54  0.17
H  0.75  -2.60  1.64
H  0.73  -2.60  -0.18

As for the spin multiplicity: 1. Its net charge is 0. As for the frontier orbital gap: 8.484 eV. The calculation puts the energy above the lowest of the compared OMol25 structures with the same formula, charge and spin at 331.4 kJ/mol. For the LUMO energy, the calculation gives 0.85 eV.

***

(4)
ORCA calculation (ωB97M-V/def2-TZVPD) on C43H40N10ORuSe as an isolated structure at a distorted geometry.

Cartesian coordinates (Å):
Ru  1.58  -1.50  1.04
C  3.56  -2.98  2.75
N  2.46  -1.99  2.91
C  1.43  -2.53  3.82
C  0.52  -3.45  3.04
C  -0.14  -4.52  3.64
C  -0.98  -5.31  2.87
C  -1.12  -5.02  1.52
C  -0.42  -3.95  0.99
N  0.38  -3.18  1.73
C  2.96  -0.67  3.35
C  3.90  -0.16  2.30
C  5.10  0.46  2.60
C  5.93  0.84  1.56
C  5.55  0.54  0.26
C  4.33  -0.08  0.05
N  3.51  -0.42  1.04
C  3.73  -3.45  1.34
C  4.74  -4.34  1.00
C  4.83  -4.79  -0.30
C  3.88  -4.36  -1.23
C  2.91  -3.48  -0.82
N  2.84  -3.01  0.44
H  4.50  -2.56  3.12
H  3.35  -3.85  3.38
H  1.87  -3.03  4.68
H  0.86  -1.69  4.21
H  0.01  -4.72  4.69
H  -1.51  -6.14  3.31
H  -1.75  -5.62  0.88
H  -0.49  -3.70  -0.06
H  2.10  0.01  3.41
H  3.43  -0.72  4.34
H  5.37  0.65  3.63
H  6.87  1.34  1.76
H  6.18  0.79  -0.58
H  4.03  -0.33  -0.95
H  5.44  -4.67  1.75
H  5.60  -5.49  -0.59
H  3.89  -4.71  -2.25
H  2.14  -3.14  -1.49
C  -9.83  2.43  -5.59
O  -9.58  2.02  -4.22
C  -8.38  1.73  -3.80
C  -7.21  1.84  -4.61
C  -6.01  1.50  -4.06
C  -5.90  1.07  -2.71
C  -7.08  0.99  -1.92
C  -8.29  1.31  -2.45
C  -4.66  0.73  -2.11
N  -4.50  0.51  -0.80
C  -3.20  0.23  -0.64
C  -2.52  0.26  -1.85
N  -3.46  0.58  -2.78
C  -1.13  -0.05  -1.98
C  -0.40  -0.03  -3.16
C  0.93  -0.37  -3.12
C  1.48  -0.78  -1.91
N  0.80  -0.84  -0.76
C  -0.48  -0.42  -0.79
C  -1.14  -0.32  0.51
N  -0.35  -0.47  1.59
C  -0.93  -0.30  2.78
C  -2.28  -0.05  2.96
C  -3.09  0.09  1.86
C  -2.50  -0.02  0.60
H  -10.91  2.51  -5.66
H  -9.46  1.67  -6.28
H  -9.36  3.40  -5.77
H  -7.27  2.18  -5.63
H  -5.12  1.60  -4.67
H  -6.99  0.67  -0.89
H  -9.20  1.25  -1.87
H  -3.32  0.66  -3.77
H  -0.85  0.26  -4.10
H  1.55  -0.35  -4.00
H  2.51  -1.10  -1.87
H  -0.28  -0.31  3.64
H  -2.67  0.06  3.96
H  -4.14  0.32  1.95
C  3.89  3.94  -1.55
N  3.19  4.76  -0.58
C  3.25  6.14  -0.53
C  2.52  6.53  0.52
N  2.02  5.39  1.12
C  1.21  5.36  2.32
C  2.44  4.30  0.45
Se  2.04  2.54  0.89
H  4.97  4.04  -1.42
H  3.62  4.25  -2.56
H  3.59  2.91  -1.39
H  3.80  6.71  -1.26
H  2.31  7.51  0.91
H  0.99  6.38  2.61
H  1.74  4.85  3.12
H  0.28  4.82  2.12

As for the spin multiplicity: 2. Its net charge is +3. As for the frontier orbital gap (alpha / beta): 5.786 / 2.943 eV. The calculation puts the energy above the lowest of the compared OMol25 structures with the same formula, charge and spin at 0.0 kJ/mol. For the LUMO energy (alpha / beta), the calculation gives -7.13 / -9.98 eV.

***

(5)
ORCA calculation (ωB97M-V/def2-TZVPD) on a 2-piece molecular cluster, H3O2PS overall at a distorted geometry.

Cartesian coordinates (Å):
O  -0.99  -0.14  0.43
P  -2.30  -0.45  1.05
O  -1.92  -1.35  2.32
H  -0.97  -1.71  2.28
S  2.21  1.55  -1.58
H  1.43  0.46  -1.66
H  2.55  1.64  -2.86

As for the spin multiplicity: 1. Its net charge is 0. As for the frontier orbital gap: 9.226 eV. The calculation puts the energy above the lowest of the compared OMol25 structures with the same formula, charge and spin at 93.7 kJ/mol. As for the SMILES: O=PO.S. For the LUMO energy, the calculation gives -0.26 eV.